(1)
2 unconnected molecules or ions with the total composition C5H13NO at a distorted geometry, computed with the ωB97M-V functional and the def2-TZVPD basis.

```
20
Properties=species:S:1:pos:R:3:forces:R:3
H -1.338 0.970 2.512 0.8 -0.2 0.0
C -1.121 0.097 -0.107 3.0 -0.5 -2.0
H -1.481 -2.022 -0.292 -0.5 -0.3 0.0
C -0.259 0.905 2.234 0.6 0.1 -1.6
H 0.823 1.700 -1.132 -0.4 0.0 -0.2
H 1.036 -0.407 -2.066 0.3 -0.3 -1.7
H 0.253 0.031 2.699 -0.8 0.1 -0.6
H 0.336 1.716 2.644 -0.2 0.5 0.1
H 1.354 -1.605 -0.129 0.6 0.8 0.6
C 0.675 1.782 -0.068 -0.1 -0.1 1.9
N 0.522 -1.797 -0.652 -1.6 -1.5 1.3
H 1.252 2.581 0.419 0.0 -0.6 0.0
H 0.616 0.405 -3.347 0.9 -0.9 0.5
H -0.681 -1.554 1.220 0.2 -0.2 -0.6
C -0.721 -1.381 0.126 -0.5 0.2 0.3
H -0.785 0.198 -1.201 -1.1 0.3 1.2
C -0.120 0.947 0.649 -0.3 1.0 0.5
O 1.295 -0.246 -3.031 -1.2 1.0 0.9
H 0.476 -2.845 -0.479 0.1 1.2 -0.9
H -2.133 0.525 0.000 0.2 -0.8 0.3
```
Positions in Å, forces in eV/Å.

Calculated values
2S+1: 2
E_LUMO (alpha / beta), eV: 3.95 / 3.78
Net charge: -1
Max |F|, eV/A: 3.60
ΔE to the lowest compared entry with this formula, charge and spin, kcal/mol: 45.49
Energy, eV: -8930.78739
HOMO level (alpha / beta), eV: 1.17 / -5.88
Gap between HOMO and LUMO (alpha / beta), hartree: 0.10236 / 0.35489
⟨S²⟩: 0.75

These are the natural (NBO) partial charges, in e, on atoms 1 to 4: atom 1 (H): 0.199, atom 2 (C): -0.556, atom 3 (H): 0.176, atom 4 (C): -0.953

(2)
2 unconnected molecules or ions with the total composition C5H13NO at a distorted geometry, computed with the ωB97M-V functional and the def2-TZVPD basis.

```
20
Properties=species:S:1:pos:R:3:forces:R:3
H 1.452 -0.592 2.030 -0.3 -0.1 0.4
N 1.002 0.808 0.532 -0.1 -0.7 -0.5
H -0.308 -0.495 -1.969 0.1 -0.2 0.2
H -0.616 1.871 1.251 -0.1 0.1 0.5
H -0.848 -2.421 0.332 -0.4 0.0 0.2
C -0.309 0.485 -1.499 0.0 0.8 -0.1
H -1.972 1.485 -0.539 -0.1 0.2 0.1
H 2.799 -0.066 1.102 0.2 -0.2 -0.2
H 1.793 0.190 -1.330 0.4 0.3 0.1
O -1.718 -2.374 0.763 0.4 -0.1 -0.1
H 1.659 -1.243 0.395 0.0 -0.1 0.0
H -1.916 -0.210 -0.085 -0.2 -0.3 -0.7
H 1.383 1.908 -1.212 -0.2 0.2 -0.3
H -2.335 -2.784 0.150 0.1 0.0 0.0
C 1.749 -0.346 1.025 0.1 0.5 -0.1
C 1.066 0.906 -0.940 0.0 -0.9 0.6
C -0.417 0.859 0.910 0.1 1.1 -0.6
H -0.519 1.205 -2.275 -0.4 0.0 -0.5
H -0.631 0.170 1.714 -0.1 -0.2 0.2
C -1.313 0.645 -0.354 0.7 -0.3 0.9
```
Positions in Å, forces in eV/Å.

Calculated values
E_LUMO, eV: 0.72
SMILES: CN1CCCC1.O
Net charge: 0
Max |F|, eV/A: 1.26
ΔE to the lowest compared entry with this formula, charge and spin, kcal/mol: 32.29
Energy, eV: -8932.61044
HOMO level, eV: -8.19
Gap between HOMO and LUMO, hartree: 0.32735

These are the natural (NBO) partial charges, in e, on atoms 1 to 4: atom 1 (H): 0.199, atom 2 (N): -0.443, atom 3 (H): 0.200, atom 4 (H): 0.185

(3)
C5H13NO in the gas phase at a distorted geometry, computed with the ωB97M-V functional and the def2-TZVPD basis.

```
20
Properties=species:S:1:pos:R:3:forces:R:3
H -0.643 -1.581 0.704 -0.1 0.2 -0.1
O 0.736 -2.179 2.480 -0.2 0.8 0.5
N 0.312 1.902 -2.032 0.8 -0.2 -0.1
H 1.461 0.217 -0.241 0.0 0.4 -0.4
H -1.001 0.067 1.205 -0.3 0.1 0.2
C -0.208 -0.597 0.883 0.3 0.6 -0.9
H 0.353 -0.826 -1.179 0.6 0.0 -0.2
H -2.587 1.189 -1.588 0.2 0.4 0.1
H 0.834 2.672 -1.646 -0.1 0.0 -0.2
H 1.390 -2.722 2.028 -0.1 0.2 0.1
H 0.936 -0.077 2.744 -0.5 -0.1 0.3
H -0.601 1.849 -0.224 -0.5 -0.4 0.2
C 0.841 -0.815 1.953 1.1 -1.9 -0.7
H -0.039 2.086 -2.959 -0.4 -0.1 0.4
C -0.417 1.126 -1.030 0.2 0.7 0.0
C -1.698 0.559 -1.629 -0.6 -0.2 -0.6
H 1.808 -0.842 1.451 0.2 0.5 0.0
H -1.528 0.371 -2.694 0.1 0.0 0.0
C 0.421 -0.013 -0.453 -1.1 -1.0 0.8
H -2.037 -0.406 -1.243 0.4 0.1 0.4
```
Positions in Å, forces in eV/Å.

Calculated values
E_LUMO, eV: 1.07
SMILES: C[C@H](N)CCCO
Net charge: 0
Max |F|, eV/A: 2.30
ΔE to the lowest compared entry with this formula, charge and spin, kcal/mol: 34.61
Energy, eV: -8932.51019
HOMO level, eV: -8.81
Gap between HOMO and LUMO, hartree: 0.36308

These are the natural (NBO) partial charges, in e, on atoms 1 to 4: atom 1 (H): 0.224, atom 2 (O): -0.738, atom 3 (N): -0.875, atom 4 (H): 0.203

(4)
2 unconnected molecules or ions with the total composition C5H13NO at a distorted geometry, computed with the ωB97M-V functional and the def2-TZVPD basis.

```
20
Properties=species:S:1:pos:R:3:forces:R:3
H 0.859 0.186 -0.161 1.2 0.9 -3.2
H -2.322 -1.096 -0.329 0.1 0.1 -0.1
H -2.351 0.932 1.569 0.1 -0.1 -0.1
H 1.622 0.041 -3.123 0.0 0.1 0.2
H -0.989 -2.311 0.083 0.0 0.1 0.1
H -0.045 -0.128 -2.527 0.0 0.0 0.0
H 1.198 -1.308 -2.058 0.0 0.1 0.1
H 0.397 -0.326 2.859 -0.5 0.2 -0.2
C -1.385 -1.305 0.178 0.4 0.5 0.3
H 0.462 -1.825 1.985 0.0 0.1 -0.1
C -0.765 -0.359 0.895 0.6 -1.3 1.9
C -1.358 0.999 1.118 0.1 0.6 -0.2
C 0.465 -0.741 1.849 -0.9 -0.5 -0.7
H 1.651 2.418 -1.120 -0.5 -0.3 -0.2
C 1.012 -0.249 -2.262 -0.3 -0.2 0.3
H -1.438 1.550 0.176 -0.1 0.0 0.1
N 1.373 0.528 -1.089 -0.7 -0.3 1.9
O 0.879 1.868 -1.347 0.5 -0.1 0.5
H 1.472 -0.479 1.517 -0.2 0.2 -0.3
H -0.739 1.605 1.788 -0.1 -0.1 -0.1
```
Positions in Å, forces in eV/Å.

Calculated values
E_LUMO, eV: 0.96
SMILES: C=C(C)C.CNO
Net charge: 0
Max |F|, eV/A: 3.57
ΔE to the lowest compared entry with this formula, charge and spin, kcal/mol: 80.61
Energy, eV: -8930.51547
HOMO level, eV: -8.80
Gap between HOMO and LUMO, hartree: 0.35851

These are the natural (NBO) partial charges, in e, on atoms 1 to 4: atom 1 (H): 0.366, atom 2 (H): 0.200, atom 3 (H): 0.226, atom 4 (H): 0.199

(5)
2 unconnected molecules or ions with the total composition C5H13NO at a distorted geometry, computed with the ωB97M-V functional and the def2-TZVPD basis.

```
20
Properties=species:S:1:pos:R:3:forces:R:3
H 0.963 -2.099 -2.452 0.2 -0.8 0.2
N -1.108 2.420 1.066 0.9 -1.2 0.7
C 1.323 0.817 2.276 -1.3 -0.2 -0.1
H -0.552 -3.254 -2.558 1.4 0.6 -0.1
C -0.112 -2.220 -2.492 -1.7 -0.9 1.0
H 0.544 -0.172 0.554 0.2 -0.3 0.4
C 0.819 0.840 0.839 0.4 -1.2 -0.7
H -1.281 -2.385 -0.636 0.1 -0.2 0.5
H 2.074 1.597 2.412 0.0 -0.4 0.4
H -1.546 -0.881 -1.499 0.5 0.2 0.6
H 1.649 -0.221 2.447 0.5 0.7 0.2
C -0.423 1.521 0.286 1.0 2.5 -0.8
H -1.992 2.788 0.767 0.0 0.0 0.0
H 0.070 -1.199 -0.670 -0.3 0.5 0.7
H -0.381 -1.786 -3.439 -0.5 0.7 -0.2
H -0.812 2.445 2.030 -0.6 0.3 0.0
H 0.476 0.941 2.965 0.3 0.2 0.1
C -0.782 -1.595 -1.172 0.1 -0.6 -3.0
O -0.632 1.454 -0.909 -0.5 -0.6 0.1
H 1.702 0.990 0.184 -0.9 0.5 0.0
```
Positions in Å, forces in eV/Å.

Calculated values
E_LUMO, eV: 0.84
SMILES: CCC(N)=O.CC
Net charge: 0
Max |F|, eV/A: 3.04
ΔE to the lowest compared entry with this formula, charge and spin, kcal/mol: 26.42
Energy, eV: -8932.86526
HOMO level, eV: -9.66
Gap between HOMO and LUMO, hartree: 0.38611

These are the natural (NBO) partial charges, in e, on atoms 1 to 4: atom 1 (H): 0.201, atom 2 (N): -0.826, atom 3 (C): -0.616, atom 4 (H): 0.201

(6)
2 unconnected molecules or ions with the total composition C5H13NO at a distorted geometry, computed with the ωB97M-V functional and the def2-TZVPD basis.

```
20
Properties=species:S:1:pos:R:3:forces:R:3
H 1.042 -2.468 0.103 0.0 0.1 0.0
C -0.831 -0.201 0.067 0.9 -0.8 0.0
C -0.504 0.657 1.033 0.3 -0.3 0.0
C 0.026 -2.595 -0.270 -0.3 -0.6 -0.4
H 0.046 -2.583 -1.363 0.0 0.5 0.1
H -0.520 1.183 -1.547 -0.2 0.1 0.0
H 0.066 -0.367 -1.945 0.4 -0.4 0.3
H -0.801 -1.817 1.482 0.0 0.3 0.1
H -1.634 -0.131 -1.935 -0.1 0.1 0.2
C -0.722 0.125 -1.386 -0.3 0.6 -0.5
C -0.977 -1.671 0.413 -0.5 0.1 0.5
H 3.052 2.846 0.815 0.2 0.1 -0.1
O 2.859 2.998 -0.117 -0.2 -0.2 0.1
H -0.629 0.356 2.068 0.3 -0.1 0.0
H 2.036 2.495 -0.212 0.1 0.0 0.0
H -2.000 -2.047 0.294 0.0 0.1 -0.5
H -0.056 2.523 1.635 0.2 -0.2 0.2
N 0.142 1.908 0.852 -1.2 0.7 -0.1
H -0.304 2.405 0.081 0.3 -0.1 -0.2
H -0.294 -3.616 -0.067 0.2 -0.2 0.3
```
Positions in Å, forces in eV/Å.

Calculated values
E_LUMO, eV: 0.76
SMILES: CC/C(C)=C/N.O
Net charge: 0
Max |F|, eV/A: 1.39
ΔE to the lowest compared entry with this formula, charge and spin, kcal/mol: 26.73
Energy, eV: -8932.85152
HOMO level, eV: -8.41
Gap between HOMO and LUMO, hartree: 0.33675

These are the natural (NBO) partial charges, in e, on atoms 1 to 4: atom 1 (H): 0.208, atom 2 (C): -0.063, atom 3 (C): -0.015, atom 4 (C): -0.606